A 12-piece molecular cluster, C26H44ClN14 overall in a non-equilibrium geometry, computed with the ωB97M-V functional and the def2-TZVPD basis.

Each line ends with the Löwdin charge.
Geometry (Å):
C 0.13 -0.02 3.23  -0.10
C -1.07 -0.36 2.31  -0.67
Cl -1.65 1.15 1.52  0.66
C -2.16 -0.97 3.12  -0.25
N -3.23 -1.59 2.29  0.07
C -4.10 -0.64 1.76  -0.46
N -4.57 -0.80 0.48  0.17
N -4.52 0.38 2.42  0.27
H 0.37 1.02 3.15  0.06
H 0.97 -0.63 2.93  0.03
H -0.14 -0.20 4.26  0.07
H -0.72 -1.04 1.56  0.10
H -1.71 -1.76 3.70  0.13
H -2.60 -0.28 3.82  0.05
H -3.80 -2.17 2.90  0.15
H -3.93 -1.42 0.00  0.11
H -5.46 -1.30 0.52  0.13
H -5.20 1.01 2.00  0.12
H -4.24 0.59 3.37  0.08
C 4.13 0.04 0.68  -0.06
C 3.30 -0.96 1.33  -0.26
N 2.64 -1.75 1.84  0.14
H 4.63 0.67 1.42  0.09
H 4.90 -0.43 0.07  0.08
H 3.55 0.68 0.04  0.06
C 2.91 2.49 -2.61  -0.07
C 4.37 2.47 -2.65  -0.29
N 5.51 2.46 -2.69  0.13
H 2.48 2.42 -3.60  0.08
H 2.53 1.66 -2.02  0.06
H 2.54 3.41 -2.16  0.08
C 5.46 4.66 -6.13  -0.07
C 4.20 4.09 -6.60  -0.29
N 3.21 3.64 -6.96  0.12
H 6.28 3.97 -6.28  0.09
H 5.70 5.58 -6.67  0.05
H 5.41 4.89 -5.07  0.07
C -2.33 0.35 7.52  -0.04
C -2.90 0.81 6.27  -0.23
N -3.35 1.19 5.28  0.15
H -2.37 1.14 8.27  0.10
H -2.89 -0.50 7.91  0.09
H -1.29 0.05 7.39  0.09
C 5.46 8.77 -5.99  -0.07
C 6.47 8.16 -6.84  -0.29
N 7.26 7.67 -7.51  0.14
H 5.48 8.33 -5.00  0.08
H 5.64 9.84 -5.89  0.08
H 4.47 8.63 -6.41  0.08
C 4.18 -3.83 -2.05  -0.06
C 3.47 -2.56 -2.02  -0.27
N 2.91 -1.56 -2.00  0.14
H 5.17 -3.72 -1.60  0.08
H 3.64 -4.59 -1.49  0.08
H 4.31 -4.18 -3.07  0.09
C -8.70 0.69 0.52  -0.07
C -8.02 1.49 1.53  -0.27
N -7.48 2.14 2.31  0.13
H -8.55 -0.37 0.70  0.08
H -9.77 0.88 0.53  0.09
H -8.33 0.92 -0.48  0.04
C 4.10 -4.43 3.59  -0.08
C 4.94 -5.01 4.63  -0.26
N 5.58 -5.46 5.46  0.14
H 3.51 -5.20 3.10  0.08
H 3.42 -3.69 3.99  0.07
H 4.71 -3.95 2.83  0.07
C -7.30 2.33 -3.83  -0.06
C -8.22 1.33 -3.33  -0.28
N -8.95 0.54 -2.93  0.13
H -6.69 2.74 -3.03  0.08
H -6.63 1.92 -4.58  0.05
H -7.84 3.16 -4.30  0.09
C 4.87 -8.66 6.67  -0.08
C 3.61 -9.19 6.15  -0.29
N 2.63 -9.60 5.73  0.11
H 5.68 -9.38 6.54  0.08
H 5.14 -7.74 6.16  0.03
H 4.79 -8.45 7.73  0.08
C -4.32 -0.81 -5.92  -0.07
C -4.34 0.64 -6.04  -0.28
N -4.37 1.78 -6.16  0.13
H -3.33 -1.20 -6.19  0.09
H -4.54 -1.12 -4.91  0.08
H -5.05 -1.27 -6.59  0.09

Total energy   -2243.567406 a.u.
Charge   +1